Entry from the Open Molecules 2025 dataset: a 9-piece molecular cluster, C44H115N9O13 overall in a non-equilibrium geometry (the ωB97M-V functional and the def2-TZVPD basis).

ΔE to the lowest compared entry with this formula, charge and spin in eV: 7.724
Structure (SMILES): COC[C@H](C)N.COC[C@H](C)N.COC[C@H](C)N.COC[C@H](C)N.COC[C@H](C)N.COCCNCCOC.COCCNCCOC.COCCNCCOC.COCCNCCOC
Largest force on an atom in eV/Å: 3.88
Frontier orbital gap in eV: 8.97
Multiplicity: 1

Each line ends with the Mulliken charge.
Cartesian coordinates (Å):
C  1.57215  -6.76728  3.99308  -0.72
O  2.64729  -6.71111  3.02394  -0.45
C  2.67014  -5.53679  2.18582  -0.32
C  1.34489  -5.08869  1.59494  0.71
C  1.56456  -4.45948  0.22485  -1.60
N  0.61669  -4.14895  2.44386  -0.42
H  1.96129  -7.57436  4.61581  0.29
H  0.63843  -7.12716  3.56143  0.26
H  1.52914  -5.82055  4.52122  0.29
H  3.20222  -4.69933  2.66345  0.29
H  3.47713  -5.82431  1.49954  0.01
H  0.71981  -5.96622  1.42426  0.39
H  0.69165  -4.09949  -0.32631  0.30
H  1.81630  -5.27730  -0.46200  0.58
H  2.38186  -3.75603  0.05742  0.12
H  0.35272  -4.38704  3.38042  0.25
H  1.09308  -3.25858  2.40377  0.07
C  -1.47024  5.49897  -5.01171  -0.63
O  -2.43168  4.46093  -5.23733  -0.37
C  -2.90981  3.89589  -4.04990  -0.55
C  -3.62700  2.57126  -4.37831  0.36
C  -4.12436  1.99937  -3.08060  -0.74
N  -2.65997  1.65261  -4.99366  -0.47
H  -1.96711  6.46365  -5.11385  0.29
H  -0.74549  5.38451  -5.82020  0.26
H  -0.92437  5.38043  -4.07619  0.21
H  -2.19224  3.62819  -3.25808  -0.03
H  -3.56243  4.55160  -3.45404  0.51
H  -4.51819  2.75758  -4.98754  0.37
H  -4.64492  1.05408  -3.26446  0.47
H  -4.71481  2.71510  -2.51091  0.38
H  -3.29913  1.66108  -2.44217  -1.10
H  -2.52204  2.05460  -5.91680  0.28
H  -3.00417  0.70751  -5.10735  0.21
C  4.35960  -1.05086  -2.50229  -0.60
O  5.33777  -1.89978  -3.12729  -0.56
C  4.94358  -3.25402  -2.94342  -0.60
C  5.23392  -3.72760  -1.53307  1.14
C  6.70966  -3.79289  -1.18704  -1.83
N  4.64550  -5.09253  -1.39034  -0.54
H  4.42080  -1.26722  -1.43135  0.42
H  3.37711  -1.29361  -2.91108  0.27
H  4.71287  -0.03904  -2.68363  0.19
H  3.86949  -3.28549  -3.15705  0.28
H  5.42117  -3.90255  -3.67845  0.26
H  4.70992  -3.21520  -0.72536  0.03
H  7.15288  -2.79027  -1.17724  0.36
H  7.28693  -4.34941  -1.92902  0.32
H  6.88973  -4.23653  -0.20836  0.46
H  4.62984  -5.20941  -0.38361  0.10
H  5.07982  -5.93209  -1.74968  0.24
C  -1.64235  2.06829  1.02939  0.08
O  -2.89919  2.64485  1.31508  -0.57
C  -3.93168  1.95358  0.63105  0.59
C  -5.15200  2.85597  0.55562  0.10
C  -6.46628  2.25712  0.01282  -1.22
N  -4.77194  4.02275  -0.28633  -0.55
H  -1.47236  1.08272  1.46531  0.01
H  -0.90298  2.78306  1.39490  0.25
H  -1.45583  2.00712  -0.04748  -0.15
H  -3.62798  1.75023  -0.40139  -0.77
H  -4.14385  1.00347  1.12922  0.52
H  -5.45477  3.31763  1.49988  0.58
H  -6.57112  1.18769  0.20604  -0.03
H  -6.60437  2.47054  -1.04665  0.29
H  -7.30931  2.73702  0.51309  0.40
H  -3.80571  4.31631  -0.26189  0.20
H  -5.29044  4.79517  0.11749  0.25
C  1.76687  4.45191  -1.64028  -0.55
O  3.14925  4.67613  -1.72404  -0.37
C  3.74366  3.93878  -2.78891  -0.75
C  5.09249  3.37146  -2.32585  0.88
C  6.03967  4.44035  -1.84008  -1.74
N  5.80015  2.70676  -3.45660  -0.63
H  1.57327  3.37437  -1.53123  -0.23
H  1.27269  4.78280  -2.56055  0.47
H  1.32811  4.86148  -0.73129  0.37
H  3.07717  3.11047  -3.05013  0.18
H  3.86664  4.58690  -3.66487  0.52
H  4.83445  2.61507  -1.58110  0.12
H  5.61661  5.02866  -1.02871  0.34
H  6.46209  5.02012  -2.65825  0.37
H  6.86758  3.85121  -1.43042  0.42
H  5.14573  2.21028  -4.05603  0.08
H  6.19112  3.46005  -4.01034  0.36
C  0.82605  6.87901  8.78393  -0.83
O  1.05859  5.53791  8.48777  -0.29
C  2.39688  5.14160  8.69270  -0.61
C  2.58201  3.64213  8.49357  -0.72
N  2.70063  3.27005  7.09174  -0.40
C  1.55723  3.57449  6.22815  -0.55
C  1.79323  3.15656  4.79869  -0.35
O  2.03206  1.75954  4.76083  -0.41
C  1.87034  1.21838  3.45679  -0.53
H  0.04609  7.42173  8.24155  0.30
H  1.64977  7.47207  8.33642  0.31
H  0.78944  7.12167  9.84827  0.32
H  2.61561  5.25896  9.76466  0.46
H  3.12313  5.73971  8.13683  0.37
H  1.77072  3.11205  9.00956  0.33
H  3.53590  3.42545  8.97469  0.41
H  2.87258  2.27363  7.02135  0.25
H  1.32408  4.63522  6.29967  0.35
H  0.74458  2.98483  6.68245  0.26
H  2.68875  3.69079  4.44954  0.25
H  0.99042  3.45851  4.12095  0.33
H  0.90487  1.46336  3.01070  0.19
H  1.83135  0.14110  3.63156  0.19
H  2.75624  1.43006  2.85579  0.36
C  0.56745  1.22327  -3.12726  -1.31
O  1.76372  1.15059  -3.84479  0.64
C  1.51864  1.21878  -5.25762  -0.97
C  2.71306  0.67219  -6.02241  -0.44
N  2.45126  -0.74366  -6.34498  -0.33
C  3.56933  -1.46293  -6.94887  -0.35
C  3.31838  -2.98216  -6.78244  -0.22
O  4.35674  -3.74424  -7.32448  -0.41
C  5.50812  -4.03777  -6.54273  -0.58
H  0.00549  0.28342  -3.23732  1.03
H  -0.10478  2.03265  -3.44245  0.75
H  0.62631  1.35799  -2.04319  -0.33
H  1.51216  2.30485  -5.45081  0.18
H  0.49542  0.94786  -5.52004  0.45
H  3.68774  0.83986  -5.54839  0.09
H  2.76237  1.16101  -7.00195  0.52
H  2.18693  -1.12596  -5.43984  0.16
H  4.47567  -1.22033  -6.37790  0.23
H  3.66503  -1.17388  -7.99334  0.25
H  2.38019  -3.25152  -7.26488  0.34
H  3.26654  -3.23223  -5.71312  0.09
H  5.19929  -4.58890  -5.65169  0.26
H  6.01980  -3.09463  -6.32805  0.27
H  6.12536  -4.61196  -7.22878  0.30
C  2.52077  2.74747  -0.21875  -0.20
O  1.68517  1.69154  -0.55839  0.54
C  2.41209  0.46859  -0.82597  -0.78
C  1.38405  -0.67905  -0.86556  0.65
N  0.47822  -0.46626  0.24374  0.40
C  -0.55338  -1.47481  0.55712  0.35
C  -1.45304  -1.64723  -0.67488  -1.06
O  -1.97004  -0.38410  -1.06256  0.54
C  -2.12896  -0.17574  -2.45047  -1.44
H  2.96944  2.81062  0.78611  0.10
H  1.98622  3.69611  -0.29831  0.14
H  3.42590  2.82967  -0.83985  -0.78
H  3.11117  0.34199  0.00382  1.34
H  2.95314  0.63696  -1.76041  -0.91
H  1.85952  -1.64124  -0.64597  -0.23
H  0.92092  -0.73524  -1.86019  -0.06
H  0.07050  0.44265  0.05842  -0.32
H  -1.17297  -1.20944  1.41053  0.48
H  0.07979  -2.33652  0.74866  -0.91
H  -2.33233  -2.17934  -0.29249  0.40
H  -0.87263  -2.21921  -1.39949  0.47
H  -3.09676  0.30275  -2.60935  0.35
H  -2.22004  -1.13002  -2.98220  0.52
H  -1.30218  0.38391  -2.89311  0.51
C  -5.16593  -1.81811  1.17276  0.11
O  -5.91447  -2.24513  2.29254  -0.36
C  -7.29212  -2.40017  1.96657  -0.50
C  -8.03730  -2.64772  3.27424  -0.71
N  -7.89945  -4.04801  3.66502  -0.24
C  -8.65247  -4.38724  4.85782  -0.58
C  -8.72522  -5.90171  5.09121  -0.61
O  -9.88780  -6.31044  5.76679  -0.35
C  -9.95203  -6.07643  7.14443  -0.71
H  -5.12569  -2.61105  0.41789  0.37
H  -4.12567  -1.69982  1.48098  0.15
H  -5.55318  -0.86471  0.80825  -0.38
H  -7.43156  -3.28028  1.33159  0.28
H  -7.62966  -1.48030  1.48011  0.30
H  -9.05108  -2.25419  3.24268  0.50
H  -7.49113  -2.07141  4.03511  0.33
H  -6.91822  -4.27140  3.77218  0.24
H  -9.66329  -4.00632  4.69449  0.33
H  -8.31333  -3.91691  5.79330  0.30
H  -7.79270  -6.30336  5.50680  0.35
H  -8.72979  -6.38955  4.11376  0.37
H  -10.14267  -5.02865  7.39202  0.28
H  -9.09406  -6.42924  7.73143  0.32
H  -10.76392  -6.69966  7.52511  0.26

Cartesian forces (eV/Å) of the 2 atoms listed first:
C 1.9 -0.8 -0.6
O -1.1 1.0 -0.2